The following is a DFT calculation (ωB97M-V/def2-TZVPD) of a molecular structure, C50H170Cd2N12O31 at a distorted geometry.

Values from the calculation:
- calculated total energy (Eh) = -5331.32294
- F_max (eV Å⁻¹) = 3.02
- gap between HOMO and LUMO (eV) = 7.1
- E_HOMO (eV) = -11.333
- net charge = +2

Each line ends with the Mulliken charge.
CARTESIAN COORDINATES (ANGSTROEM)
Cd  3.26545  1.61215  1.26029  2.12
Cd  2.08176  -1.62035  -0.70496  1.33
O  1.93031  0.41653  0.05630  0.09
C  0.56225  0.80721  -0.11349  0.96
C  -0.54747  -0.25252  -0.50904  2.19
O  -0.10340  -1.50079  -0.99240  0.76
H  0.50898  1.57962  -0.88073  -0.66
H  0.15934  1.28230  0.78097  -0.46
H  -1.24588  0.08020  -1.27691  -1.46
H  -1.12364  -0.35616  0.41041  -1.65
C  -1.73348  7.91849  2.30602  -1.36
C  -1.90639  6.79151  3.34520  0.27
C  -2.49568  5.46961  2.77041  0.01
O  -3.79685  5.50306  2.21133  -0.43
C  -4.79521  5.42176  3.15398  -0.94
N  -0.60285  6.51115  3.96771  -0.57
H  -2.71307  8.19055  1.91296  0.37
H  -0.95958  7.62721  1.59585  0.18
H  -1.30679  8.81987  2.74595  0.44
H  -2.65990  7.14558  4.04873  0.38
H  -2.22878  4.59964  3.37042  0.05
H  -1.85217  5.25304  1.91771  -0.13
H  -4.79816  6.15402  3.96137  0.35
H  -4.76123  4.42864  3.60193  0.31
H  -5.76393  5.41987  2.65429  0.28
H  -0.73001  5.89638  4.75890  0.24
H  -0.25424  7.32107  4.46024  0.23
C  5.43683  -1.55298  -4.36887  -1.30
C  6.18522  -0.45207  -3.62858  -0.16
C  6.53033  0.72463  -4.58940  0.01
O  7.23579  0.25993  -5.74037  -0.37
C  7.24118  1.18322  -6.81084  -0.73
N  5.44915  0.00112  -2.45061  -0.06
H  5.89312  -2.04394  -5.22843  0.49
H  4.44799  -1.32247  -4.76529  0.15
H  5.30376  -2.38389  -3.67607  0.21
H  7.15973  -0.83842  -3.32997  0.53
H  7.19552  1.44756  -4.11717  0.48
H  5.56656  1.15394  -4.86318  -0.17
H  7.71863  2.15017  -6.65223  0.31
H  6.21579  1.38152  -7.12286  0.27
H  7.75947  0.72520  -7.65327  0.28
H  4.62816  0.44902  -2.83201  -0.32
H  6.08179  0.67255  -2.03947  0.19
C  -0.36111  5.91625  -1.72017  -1.74
C  1.10546  5.84819  -2.11025  0.76
C  2.02104  6.75787  -1.33558  -0.53
O  1.85244  8.11510  -1.84395  -0.40
C  2.59213  9.10697  -1.09644  -0.80
N  1.41194  4.42973  -1.90420  0.87
H  -0.55420  6.02687  -0.65312  0.11
H  -0.99808  5.23056  -2.27891  0.43
H  -0.78913  6.86788  -2.03527  0.60
H  1.29521  6.04721  -3.16500  0.35
H  3.03927  6.38052  -1.43002  0.43
H  1.73635  6.81729  -0.28510  0.16
H  2.18619  9.34563  -0.11341  0.28
H  2.60759  10.06233  -1.62099  0.31
H  3.67155  8.95599  -1.08337  0.32
H  0.57294  3.91198  -2.12354  -0.63
H  2.11683  4.14133  -2.56757  -0.53
C  -1.56497  1.84021  3.04578  -0.18
C  -1.31663  0.63960  3.97392  0.15
C  -2.58262  -0.24643  4.02756  -0.09
O  -3.64982  0.27155  4.87172  -0.60
C  -4.74176  -0.66823  4.93355  -0.50
N  -0.25164  -0.16404  3.41936  0.72
H  -2.34706  2.47955  3.45527  0.54
H  -1.94932  1.49634  2.08550  -0.72
H  -0.62844  2.38645  2.93336  -0.15
H  -1.11331  0.89181  5.01466  0.81
H  -2.33547  -1.20090  4.49233  0.52
H  -2.94411  -0.53234  3.03980  0.01
H  -5.38068  -0.42936  4.08336  0.20
H  -5.40080  -0.61075  5.79984  0.35
H  -4.42116  -1.71001  4.93193  0.12
H  -0.07649  -0.94621  4.03388  0.06
H  -0.59026  -0.55523  2.55195  -1.17
C  -2.27367  -4.33875  3.28935  -1.51
C  -1.00866  -3.59783  3.00233  2.64
C  -0.00208  -3.65116  4.07963  -0.41
O  -0.45615  -2.96377  5.25064  -0.42
C  0.48424  -2.84480  6.30476  -0.64
N  -0.31711  -4.13643  1.81903  1.40
H  -3.00831  -3.99465  4.01737  0.27
H  -2.01906  -5.38663  3.44815  0.15
H  -2.84471  -4.46288  2.36924  0.40
H  -1.18809  -2.53822  2.82027  -1.35
H  0.98864  -3.28773  3.80667  -0.12
H  0.09466  -4.71100  4.31519  0.53
H  1.26499  -2.11529  6.08945  0.15
H  0.91911  -3.80416  6.58517  0.28
H  -0.09456  -2.52542  7.17141  0.29
H  -0.20443  -5.12753  1.97752  0.23
H  -0.98139  -3.99791  1.07093  -0.89
C  6.36267  -1.54393  4.86491  -1.39
C  5.13810  -2.23552  4.35566  0.61
C  4.78910  -3.51183  5.06836  -1.15
O  3.68893  -4.21316  4.44726  -0.06
C  3.29219  -5.42042  5.04110  -0.54
N  4.09796  -1.25328  4.43417  -0.28
H  6.19665  -1.04499  5.81968  0.34
H  6.79042  -0.82645  4.16465  0.12
H  7.09442  -2.34496  4.96974  0.50
H  5.39482  -2.51814  3.33472  0.11
H  4.57011  -3.32198  6.11912  0.43
H  5.70349  -4.10435  5.03814  0.39
H  3.90571  -6.30172  4.85402  0.34
H  2.28609  -5.60214  4.66316  -0.09
H  3.05648  -5.36904  6.10407  0.37
H  4.00583  -1.16229  5.43584  0.47
H  3.27234  -1.73008  4.10083  -0.35
C  6.64314  1.90170  3.26158  -1.50
C  5.33325  2.64294  3.66011  0.74
C  5.58172  3.90341  4.58047  -1.00
O  4.38052  4.20284  5.20210  -0.24
C  4.46609  5.41723  5.97071  -0.81
N  4.63098  2.95843  2.44117  -0.12
H  7.29201  2.45985  2.58664  0.43
H  6.52552  0.94450  2.75360  0.12
H  7.33195  1.76474  4.09518  0.44
H  4.71255  1.97876  4.26153  -0.15
H  6.00048  4.73906  4.01973  0.38
H  6.30805  3.66911  5.35871  0.53
H  4.75151  6.29992  5.39844  0.36
H  5.03469  5.29484  6.89256  0.30
H  3.41267  5.57243  6.20380  0.24
H  3.94130  3.66498  2.65383  0.03
H  5.29365  3.52802  1.93468  0.38
C  -4.75732  -1.26630  1.15309  -1.38
C  -5.74561  -1.48911  -0.03759  1.03
C  -7.02901  -2.11957  0.44974  -1.39
O  -7.90448  -2.34401  -0.65181  -0.18
C  -9.11734  -2.90461  -0.29701  -0.92
N  -6.03858  -0.27998  -0.77849  -0.17
H  -3.81418  -0.87941  0.76720  -0.17
H  -4.84367  -2.07954  1.87370  0.68
H  -5.23759  -0.49062  1.74954  0.40
H  -5.41759  -2.18460  -0.81012  -0.22
H  -7.45783  -1.38865  1.13529  0.46
H  -6.75433  -3.02736  0.98692  0.48
H  -9.65345  -3.34499  -1.13769  0.22
H  -9.65731  -2.11716  0.22878  0.34
H  -9.05125  -3.68294  0.46322  0.37
H  -6.47168  0.46817  -0.25619  0.42
H  -6.76674  -0.67946  -1.35320  0.09
C  0.90319  -6.71591  -0.78087  -1.00
C  -0.15502  -7.73738  -0.50821  0.27
C  -1.13021  -7.20587  0.65958  -0.83
O  -0.44340  -6.85275  1.85703  -0.29
C  -0.08916  -7.95812  2.69626  -0.91
N  -0.82284  -7.81585  -1.77572  -0.59
H  1.71301  -6.74981  -0.05208  0.35
H  0.47128  -5.71562  -0.81219  -0.32
H  1.47801  -6.91901  -1.68443  0.63
H  0.22717  -8.71578  -0.21705  0.50
H  -1.96081  -7.89494  0.81245  0.61
H  -1.59187  -6.29949  0.26787  -0.08
H  -1.00884  -8.49957  2.91790  0.35
H  0.30220  -7.47089  3.58931  0.22
H  0.62514  -8.62353  2.21137  0.26
H  -1.57523  -8.48961  -1.76783  0.24
H  -0.10743  -8.16321  -2.39832  0.22
C  2.58138  1.11466  -5.58654  -1.43
C  1.86276  1.91362  -4.52022  0.61
C  0.31558  1.74100  -4.36350  -0.25
O  -0.24381  2.87168  -3.71336  -0.50
C  -1.58058  2.68074  -3.18667  -1.05
N  2.45413  1.48742  -3.28618  1.48
H  2.40853  0.04293  -5.48847  -0.12
H  3.65393  1.30793  -5.60606  0.33
H  2.18186  1.48941  -6.52891  0.59
H  1.97644  2.97885  -4.72138  0.47
H  0.08602  0.84248  -3.79072  -0.41
H  -0.13180  1.56737  -5.34217  0.60
H  -2.12123  3.59928  -2.95843  0.32
H  -1.51818  1.98802  -2.34742  0.26
H  -2.24676  2.21452  -3.91258  0.58
H  1.97886  1.91616  -2.50489  -1.07
H  3.36781  1.91459  -3.23301  -0.80
C  -3.59026  2.25511  -0.11590  -0.01
C  -4.30779  3.33468  -0.86414  1.10
C  -5.21541  2.87715  -2.12544  -0.04
O  -5.79432  4.00003  -2.77600  -0.46
C  -6.80733  3.72180  -3.73847  -0.71
N  -5.04258  4.13296  0.11400  -0.61
H  -4.34609  1.68168  0.42075  0.12
H  -2.95555  2.77513  0.60162  -0.17
H  -3.07190  1.50064  -0.70765  -0.29
H  -3.51470  3.99917  -1.20702  -0.18
H  -6.00564  2.22748  -1.74919  0.65
H  -4.56078  2.28665  -2.76643  -0.38
H  -7.49590  3.02998  -3.25333  0.28
H  -6.29518  3.24731  -4.57552  0.26
H  -7.30026  4.59910  -4.15735  0.29
H  -5.47271  4.93231  -0.32886  0.38
H  -4.40555  4.54753  0.77916  0.32
C  -4.30965  -5.17315  -5.98881  -1.51
C  -4.07273  -3.79576  -5.35422  0.30
C  -5.02544  -3.61880  -4.17272  0.30
O  -6.41091  -3.64708  -4.50156  -0.46
C  -7.27991  -3.40250  -3.42355  -0.49
N  -2.70446  -3.73059  -4.93067  -0.29
H  -5.35010  -5.33267  -6.27184  0.38
H  -4.12965  -5.95451  -5.25046  0.29
H  -3.69225  -5.36672  -6.86600  0.36
H  -4.20972  -3.07841  -6.16338  0.40
H  -4.69744  -2.70153  -3.68372  -0.07
H  -4.78614  -4.27042  -3.33235  0.13
H  -7.13002  -2.35374  -3.16713  0.16
H  -7.11666  -4.13607  -2.63404  0.30
H  -8.28718  -3.58343  -3.79874  0.27
H  -2.60582  -4.47756  -4.25806  0.19
H  -2.39398  -2.90757  -4.43435  0.06
O  2.38171  -1.08472  -2.79254  2.38
H  2.39599  -0.18875  -3.12910  -0.91
H  2.33533  -1.63424  -3.57491  -0.44
O  2.30347  -3.52405  -1.60597  -0.58
H  1.58802  -4.04761  -1.96687  -0.09
H  2.98026  -4.16339  -1.38363  0.28
O  4.24280  0.02729  2.12204  1.94
H  5.19122  -0.04533  2.01501  -0.36
H  4.03837  -0.55622  2.85276  -0.56
O  0.22130  -3.98964  -3.43290  -0.91
H  -0.66248  -4.35637  -3.45875  0.23
H  0.08699  -3.04382  -3.37267  0.21
O  1.31982  4.69738  2.70572  -0.55
H  0.79939  5.48386  2.86950  0.22
H  1.23843  4.18404  3.50951  0.04
O  -1.34288  -0.69710  -5.90057  -0.69
H  -1.36486  -1.46319  -6.47403  0.34
H  -1.31268  -1.06058  -5.01558  0.21
O  4.75266  1.91839  -0.13545  -0.51
H  4.64632  2.35977  -0.97813  -0.13
H  5.69704  1.78723  -0.05073  0.29
O  4.56785  3.54513  -2.46121  -0.50
H  4.35949  4.03748  -3.25520  0.20
H  5.43842  3.85317  -2.20933  0.16
O  2.41251  3.47580  0.68961  0.51
H  2.43615  4.00540  -0.10738  -0.16
H  1.92637  4.00955  1.31810  -0.07
O  2.00060  -2.67890  1.12851  1.33
H  1.17107  -2.98043  1.49891  -0.72
H  2.63573  -3.34672  1.38709  -0.17
O  2.13321  -2.53227  -4.90117  -0.50
H  1.55468  -3.21074  -4.55302  0.04
H  1.89645  -2.46653  -5.82629  0.28
O  -2.17560  -3.43352  -0.46233  -0.69
H  -2.04005  -3.88180  -1.29714  0.23
H  -1.51871  -2.73735  -0.45432  -0.33
O  4.18994  -1.72523  -0.40388  -0.56
H  4.69352  -1.26464  -1.07506  0.16
H  4.79495  -1.81196  0.33279  0.17
O  -1.51139  -1.61163  -3.42776  1.45
H  -2.21783  -1.00923  -3.19473  -0.28
H  -0.90311  -1.56494  -2.69017  -1.14
O  -4.10569  -0.22697  -2.95871  -0.18
H  -4.77048  -0.22560  -2.27002  -0.12
H  -4.45163  0.36417  -3.62738  0.20
O  1.96936  1.53690  2.89044  -1.05
H  1.76036  2.12000  3.62020  0.15
H  1.30718  0.84728  2.93703  -0.22
O  -1.94151  -5.38292  -2.75381  -0.86
H  -2.70817  -5.95601  -2.74855  0.24
H  -1.22719  -5.93474  -2.43528  0.19